Computed, not measured: a single C15H14F2N2O molecule, with the ωB97M-V functional and the def2-TZVPD basis.

Calculated values
LUMO level   0.027 Ha
DFT total energy   -26244.6780 eV
Highest occupied orbital energy   -8.3 eV
HOMO-LUMO gap   9.07 eV
SMILES   CCc1ccc(C(=O)NNc2ccc(F)cc2F)cc1

Structure (ORCA input):
```
! RIJCOSX wB97M-V def2-TZVPD def2/J DEFGRID3
* xyz 0 1
C 6.879 -0.209 0.304
H 6.826 0.522 -0.501
H 7.874 -0.648 0.310
H 6.722 0.310 1.247
C 5.817 -1.293 0.110
C 4.445 -0.684 0.105
C 3.859 -0.267 -1.085
C 2.611 0.327 -1.095
C 1.925 0.524 0.100
C 2.518 0.129 1.297
C 3.760 -0.473 1.296
H 4.206 -0.784 2.229
H 1.985 0.302 2.219
C 0.586 1.158 0.170
O 0.186 1.805 1.118
N -0.185 1.000 -0.946
N -1.490 1.503 -0.967
C -2.527 0.730 -0.448
C -3.640 1.352 0.121
C -4.733 0.627 0.551
C -4.717 -0.751 0.425
C -3.639 -1.412 -0.132
C -2.565 -0.661 -0.565
F -1.521 -1.322 -1.125
H -3.629 -2.485 -0.231
F -5.775 -1.470 0.850
H -5.586 1.115 0.992
H -3.636 2.426 0.226
H -1.492 2.447 -0.588
H 0.039 0.326 -1.662
H 2.190 0.662 -2.031
H 4.388 -0.410 -2.016
H 5.895 -2.021 0.920
H 5.998 -1.810 -0.834
*
```